(1)
{
  "formula": "C2H9N2",
  "method": "the ωB97M-V functional and the def2-TZVPD basis",
  "species": ["C", "N", "C", "N", "H", "H", "H", "H", "H", "H", "H", "H", "H"],
  "positions_angstrom": [[0.361, 0.279, 0.909], [0.996, 1.321, 0.105], [0.051, -0.882, -0.011], [-1.159, -0.584, -0.893], [1.092, -0.063, 1.641], [-0.520, 0.712, 1.378], [1.993, 1.449, 0.184], [0.640, 2.255, 0.293], [0.831, -0.886, -0.777], [-0.029, -1.864, 0.443], [-2.025, -0.665, -0.351], [-1.291, -1.358, -1.543], [-0.941, 0.285, -1.378]],
  "e_homo_ha": -0.515,
  "spin_multiplicity": 1,
  "de_lowest_ev": 0.6552,
  "total_charge": 1,
  "lumo_ev": -3.692,
  "smiles": "NCC[NH3+]"
}

(2)
{
  "formula": "C5H8N2O",
  "method": "the ωB97M-V functional and the def2-TZVPD basis",
  "species": ["C", "C", "C", "C", "C", "N", "N", "O", "H", "H", "H", "H", "H", "H", "H", "H"],
  "positions_angstrom": [[-1.857, 0.008, -1.154], [-0.263, -0.924, 1.064], [0.756, -0.532, 0.068], [1.555, -1.483, -0.439], [0.588, 1.825, 0.600], [-1.911, 0.326, 0.080], [-1.456, -0.512, 0.997], [1.156, 0.804, -0.242], [-2.241, 0.628, -1.962], [-0.010, -1.725, 1.844], [2.363, -1.376, -1.215], [-1.475, -0.884, -1.568], [1.416, -2.465, -0.175], [-0.470, 1.708, 0.422], [0.895, 2.773, 0.058], [0.956, 1.830, 1.622]],
  "e_homo_ha": -0.321,
  "spin_multiplicity": 1,
  "de_lowest_ev": 4.3478,
  "lumo_ev": 0.528,
  "smiles": "C=N/N=C\\C(=C)OC"
}

(3)
{
  "formula": "C7H9FO",
  "method": "the ωB97M-V functional and the def2-TZVPD basis",
  "species": ["C", "C", "C", "C", "C", "C", "C", "O", "F", "H", "H", "H", "H", "H", "H", "H", "H", "H"],
  "positions_angstrom": [[-0.678, -1.461, 0.470], [-1.867, -0.972, 0.104], [0.581, -0.866, 0.165], [-2.131, 0.263, -0.637], [1.008, 0.394, 0.093], [-3.144, 1.102, -0.543], [3.366, 0.591, 0.327], [2.211, 0.738, -0.522], [-4.194, 0.858, 0.283], [-0.623, -2.519, 0.755], [-2.710, -1.734, 0.213], [1.267, -1.638, -0.129], [-1.289, 0.555, -1.262], [0.404, 1.141, 0.362], [-3.238, 2.043, -1.115], [3.027, 0.502, 1.272], [4.059, 1.372, 0.088], [3.952, -0.369, 0.075]],
  "e_homo_ha": -0.312,
  "spin_multiplicity": 1,
  "de_lowest_ev": 2.8965,
  "lumo_ev": 0.678,
  "smiles": "CO/C=C/C=C\\C=C/F"
}

(4)
{
  "formula": "C5H10N2O",
  "method": "the ωB97M-V functional and the def2-TZVPD basis",
  "species": ["C", "C", "C", "C", "C", "N", "N", "O", "H", "H", "H", "H", "H", "H", "H", "H", "H", "H"],
  "positions_angstrom": [[-0.215, 1.156, -0.600], [-1.037, 1.955, 0.391], [-1.041, -0.990, 0.516], [0.697, -1.127, -1.383], [0.088, -0.336, -0.342], [2.240, -0.704, 1.007], [1.256, -0.069, 1.095], [0.187, 1.693, -1.660], [-2.095, 1.928, 0.278], [-0.752, 1.639, 1.395], [-0.804, 2.998, 0.260], [-1.219, -0.260, 1.392], [-1.916, -1.014, -0.063], [-0.680, -1.906, 0.856], [-0.107, -1.803, -1.674], [1.037, -0.561, -2.152], [1.493, -1.836, -1.098], [2.868, -0.763, 1.783]],
  "e_homo_ha": -0.304,
  "spin_multiplicity": 1,
  "de_lowest_ev": 3.3841,
  "lumo_ev": 0.844
}

(5)
{
  "formula": "C51H49F3N6O3PbSi",
  "method": "the ωB97M-V functional and the def2-TZVPD basis",
  "species": ["Pb", "C", "O", "C", "C", "C", "C", "C", "C", "N", "N", "C", "O", "C", "C", "C", "C", "C", "C", "C", "O", "H", "H", "H", "H", "H", "H", "H", "H", "H", "H", "H", "H", "C", "C", "C", "C", "C", "C", "C", "N", "C", "N", "C", "C", "C", "C", "C", "C", "C", "N", "C", "C", "C", "C", "C", "C", "C", "H", "H", "H", "H", "H", "H", "H", "H", "H", "H", "H", "H", "H", "H", "H", "H", "H", "H", "H", "H", "H", "H", "F", "C", "F", "F", "C", "C", "C", "N", "C", "C", "H", "H", "H", "H", "C", "Si", "C", "C", "C", "C", "C", "C", "C", "H", "H", "H", "H", "H", "H", "H", "H", "H", "H", "H"],
  "positions_angstrom": [[-1.275, -0.282, 0.443], [-3.303, -2.527, 4.118], [-4.123, -1.501, 4.614], [-4.524, -0.473, 3.762], [-5.392, 0.414, 4.359], [-5.936, 1.484, 3.653], [-5.604, 1.635, 2.328], [-4.707, 0.776, 1.690], [-4.489, 0.957, 0.284], [-3.540, 0.453, -0.425], [-3.615, 0.691, -1.760], [-3.126, -0.195, -2.603], [-2.644, -1.326, -2.382], [-3.289, 0.255, -4.032], [-2.994, -0.635, -5.064], [-3.158, -0.266, -6.386], [-3.613, 1.004, -6.701], [-3.898, 1.900, -5.682], [-3.742, 1.528, -4.361], [-4.103, -0.322, 2.395], [-3.302, -1.129, 1.837], [-3.163, -3.215, 4.961], [-2.338, -2.145, 3.785], [-3.778, -3.054, 3.286], [-5.655, 0.247, 5.396], [-6.620, 2.167, 4.142], [-6.039, 2.443, 1.753], [-5.260, 1.544, -0.239], [-2.644, -1.623, -4.796], [-2.928, -0.967, -7.180], [-3.746, 1.296, -7.737], [-4.244, 2.895, -5.930], [-3.972, 2.207, -3.554], [4.520, -4.856, 1.067], [4.769, -3.617, 1.878], [6.064, -3.246, 2.201], [6.336, -2.097, 2.925], [5.284, -1.303, 3.343], [3.984, -1.649, 3.035], [3.701, -2.805, 2.299], [2.387, -3.156, 2.026], [1.395, -2.099, 1.935], [0.815, -1.886, 3.121], [-0.031, -0.866, 3.640], [-0.836, -0.071, 2.818], [-1.634, 0.854, 3.501], [-1.680, 0.960, 4.877], [-0.857, 0.158, 5.648], [-0.011, -0.757, 5.043], [0.858, -1.625, 5.924], [1.172, -1.508, 0.832], [1.867, -1.803, -0.329], [1.478, -2.862, -1.151], [2.156, -3.128, -2.326], [3.233, -2.341, -2.697], [3.606, -1.275, -1.896], [2.941, -0.989, -0.717], [3.330, 0.174, 0.140], [5.460, -5.360, 0.854], [4.046, -4.600, 0.117], [3.868, -5.549, 1.599], [6.886, -3.866, 1.865], [7.358, -1.820, 3.148], [5.472, -0.394, 3.900], [3.174, -1.007, 3.343], [2.309, -3.802, 1.249], [1.130, -2.540, 3.823], [-2.281, 1.495, 2.925], [-2.364, 1.652, 5.350], [-0.880, 0.235, 6.730], [0.794, -1.280, 6.955], [1.910, -1.596, 5.632], [0.519, -2.665, 5.907], [0.613, -3.449, -0.870], [1.844, -3.952, -2.955], [3.772, -2.546, -3.612], [4.427, -0.638, -2.198], [3.833, 0.932, -0.455], [4.004, -0.148, 0.938], [2.433, 0.594, 0.594], [2.169, 1.230, -6.843], [2.448, 0.155, -6.066], [3.799, 0.172, -5.938], [2.179, -0.917, -6.835], [1.739, 0.164, -4.756], [2.127, 1.079, -3.778], [1.475, 1.033, -2.559], [0.498, 0.184, -2.285], [0.108, -0.660, -3.226], [0.695, -0.718, -4.481], [2.914, 1.791, -3.968], [1.742, 1.712, -1.766], [-0.734, -1.291, -2.967], [0.366, -1.427, -5.223], [0.475, 2.965, 1.787], [-0.793, 2.399, 0.421], [-2.260, 3.620, 0.810], [-0.140, 3.365, -1.118], [1.080, 4.037, -1.154], [1.519, 4.702, -2.285], [0.739, 4.713, -3.427], [-0.475, 4.043, -3.423], [-0.898, 3.379, -2.286], [0.588, 4.044, 1.872], [1.462, 2.540, 1.617], [0.138, 2.594, 2.750], [-1.933, 4.653, 0.923], [-2.775, 3.335, 1.723], [-2.994, 3.593, 0.011], [1.703, 4.037, -0.272], [2.475, 5.215, -2.277], [1.075, 5.235, -4.316], [-1.087, 4.036, -4.317], [-1.838, 2.848, -2.300]],
  "e_homo_ha": -0.045,
  "spin_multiplicity": 1,
  "total_charge": -2,
  "lumo_ev": 3.820
}

(6)
{
  "formula": "C4H9NO3",
  "method": "the ωB97M-V functional and the def2-TZVPD basis",
  "species": ["C", "C", "O", "O", "O", "H", "H", "H", "H", "C", "C", "N", "H", "H", "H", "H", "H"],
  "positions_angstrom": [[-1.641, 0.486, -0.708], [-0.589, -0.566, -0.657], [0.872, 0.406, -1.586], [1.788, -0.602, -2.045], [-0.584, -1.701, -0.995], [1.226, -1.142, -2.624], [-1.209, 1.475, -0.576], [-2.375, 0.296, 0.075], [-2.123, 0.432, -1.685], [0.384, 0.926, 1.838], [0.530, -0.302, 0.985], [0.956, -1.394, 1.438], [0.901, -2.144, 0.740], [0.844, 0.119, -0.352], [-0.670, 1.188, 1.957], [0.810, 0.745, 2.825], [0.882, 1.778, 1.371]],
  "e_homo_ha": -0.325,
  "spin_multiplicity": 1,
  "de_lowest_ev": 6.9994,
  "lumo_ev": 0.307
}

(7)
{
  "formula": "C3H4NiO3",
  "method": "the ωB97M-V functional and the def2-TZVPD basis",
  "species": ["C", "C", "O", "C", "O", "O", "H", "H", "H", "Ni", "H"],
  "positions_angstrom": [[-2.610, 0.931, -0.395], [-2.270, -0.103, 0.366], [-1.159, -0.910, 0.058], [0.058, -0.530, 0.240], [0.347, 0.717, 0.596], [1.029, -1.241, -0.016], [-2.182, 1.071, -1.390], [-2.772, -0.451, 1.267], [-3.467, 1.531, -0.093], [2.371, 0.179, 0.416], [-0.429, 1.350, 0.652]],
  "e_homo_ha": [-0.701, -0.700],
  "spin_multiplicity": 3,
  "de_lowest_ev": 0.0000,
  "total_charge": 2,
  "lumo_ev": [-12.334, -14.256]
}

(8)
{
  "formula": "B2F8Tl",
  "method": "the ωB97M-V functional and the def2-TZVPD basis",
  "species": ["Tl", "B", "F", "F", "F", "F", "B", "F", "F", "F", "F"],
  "positions_angstrom": [[2.209, 0.993, -2.215], [-3.759, 2.035, -2.139], [-4.970, 2.675, -2.016], [-3.896, 0.924, -2.844], [-2.855, 2.787, -2.752], [-3.264, 1.581, -1.016], [3.361, -2.151, 2.633], [2.649, -1.397, 3.476], [3.801, -3.305, 3.227], [2.382, -2.601, 1.689], [4.342, -1.542, 1.957]],
  "e_homo_ha": -0.554,
  "spin_multiplicity": 1,
  "de_lowest_ev": 5.2505,
  "total_charge": 1,
  "lumo_ev": -13.536
}

Taking the records one at a time from the top gives E values of -5193.2987 -10338.3783 -12166.5474 -10371.9211 -90044.8418 -11920.5421 -50338.4541 -27777.0993 eV.